Record 1
ORCA calculation (ωB97M-V/def2-TZVPD) on a structure of composition C49H37N5PRu.

Results
LUMO level (spin up / spin down) = 0.0019 / -0.0049 Ha
Electronic energy = -70736.35999 eV
Highest occupied orbital energy (spin up / spin down) = -6.1 / -6.8 eV
Spin multiplicity = 2
Orbital gap (spin up / spin down) = 6.20 / 6.70 eV

Structure (XYZ):
```
93
Properties=species:S:1:pos:R:3:forces:R:3
C -0.8689 3.2036 2.4751 -0.20 0.21 0.02
C -0.5573 3.5492 3.7821 -0.51 0.48 -0.08
C 1.5363 -0.5092 -2.6064 0.01 0.07 0.00
H -1.1020 3.1004 4.6031 0.01 -0.03 0.01
H 0.8096 -2.2684 4.1548 0.00 0.00 0.00
C -4.9273 0.3192 -0.1779 -0.01 0.02 0.02
H -2.1881 -3.0762 1.2164 0.00 0.00 -0.01
C 0.5469 -1.7980 -4.3832 0.04 -0.02 -0.02
H 2.1806 1.4223 -0.0269 -0.01 0.00 0.08
C 3.1006 -5.1151 -0.4310 0.00 0.00 0.01
C -0.1384 -2.7166 3.8802 0.00 -0.03 0.00
H -5.7221 -2.7973 -2.6982 0.00 0.00 0.00
C -2.0396 -1.4181 -2.6625 0.03 -0.03 -0.02
C 3.9089 -0.0947 -2.5011 0.00 -0.02 -0.05
H -0.2757 0.5314 2.6542 0.00 -0.04 -0.01
H -2.7232 -4.4115 5.2593 0.00 0.00 0.00
H -1.5245 7.6134 -1.4943 0.00 0.00 0.00
C 1.5052 -3.3457 -0.7328 -0.01 0.02 -0.05
H -1.6737 -3.0242 -4.0354 0.00 0.00 0.02
N 1.3562 0.2556 -1.4787 0.13 -0.01 -0.07
C 2.3320 -4.3241 -1.2707 -0.01 0.01 0.01
C 3.5714 0.2845 2.7552 0.02 0.03 -0.01
H 4.5176 1.1421 -0.8667 0.01 0.01 0.00
C -2.1261 -3.9143 4.5052 -0.01 0.00 0.00
H -3.2100 1.4864 0.4781 -0.01 0.01 0.00
H 1.3667 5.1455 0.8458 0.00 0.00 0.01
C 3.0362 -4.9356 0.9468 0.01 0.00 -0.01
C -0.1845 3.7759 1.4074 -0.01 -0.04 0.02
C 2.3921 0.8204 -0.9007 -0.02 -0.04 0.00
C -1.0259 5.6678 -0.7494 -0.04 -0.01 -0.01
C -0.5178 4.0073 -2.4035 0.04 -0.01 0.01
C -3.5768 0.7070 -0.1773 0.03 -0.04 0.02
Ru -0.6290 0.3676 -0.9646 0.09 -0.06 0.47
H -6.3473 -1.0436 -1.0032 0.00 0.01 0.00
C 0.3617 -1.0874 -3.2096 -0.05 0.01 -0.01
C -0.5962 -2.6298 2.5691 -0.01 0.00 0.04
H -3.5490 -4.2517 2.9341 0.00 0.00 0.00
N -0.6116 -1.2136 0.2044 -0.15 -0.01 -0.12
C -1.0855 6.2425 -3.0843 0.00 0.00 0.00
N -0.5347 2.0932 -0.2372 -0.23 0.02 -0.40
H 0.7000 4.7353 5.0562 0.01 -0.01 0.01
H 0.8799 -2.7340 -1.3735 0.02 -0.07 0.08
N -2.6841 0.1427 -0.9540 -0.04 -0.01 0.01
H 4.6523 0.2166 2.7730 0.00 -0.01 0.00
H 4.9047 -0.2324 -2.9051 0.00 -0.01 0.01
H 1.9419 5.7467 3.1697 0.00 0.00 0.00
C 1.8337 -1.9866 -4.9263 -0.05 -0.01 -0.01
C -1.2374 6.6023 -1.7540 0.00 0.00 0.00
C -3.0573 -0.8582 -1.8100 0.00 0.01 -0.01
H -0.5441 -3.4165 5.8665 0.00 0.00 0.00
C 3.7012 0.6623 -1.3877 0.01 0.01 0.08
H 2.1606 -3.8287 2.5563 -0.01 0.00 0.00
C 0.8259 4.6975 1.6713 0.00 -0.03 -0.01
H 1.0419 2.3337 3.6996 0.53 -0.60 -0.12
C -1.8309 -3.1805 2.2339 -0.01 0.00 0.03
H 3.6268 -5.5619 1.6033 0.00 0.00 0.00
P 0.3509 -1.8233 1.2447 0.06 0.13 0.05
C -0.6669 4.3589 -1.0632 0.05 -0.02 0.00
C -3.7238 -2.9941 -3.4340 0.03 0.00 -0.01
H -1.6403 2.4711 2.2700 -0.01 0.02 -0.01
C 1.1473 5.0365 2.9778 0.00 -0.03 0.06
H 2.3683 -4.4662 -2.3434 0.00 0.00 -0.01
H -1.2491 6.9714 -3.8677 0.00 0.00 0.00
C 1.5451 1.4697 3.2817 0.28 -0.13 0.08
C -0.9025 -3.3581 4.8466 0.01 0.00 0.00
C 2.8268 -0.7306 2.1652 -0.03 0.01 0.01
H -0.6001 4.6511 -4.4416 0.00 0.00 0.00
H 3.5136 2.1795 3.7616 0.00 0.01 0.00
H -0.2333 2.9900 -2.6464 -0.03 0.01 0.00
C 0.8045 0.4530 2.7021 0.11 0.00 -0.04
C -2.4009 -2.5052 -3.4356 -0.04 -0.01 -0.02
C 1.4527 -3.1451 0.6406 0.02 0.01 0.02
C 2.9330 1.3850 3.3091 -0.02 -0.12 -0.03
H -5.6245 0.8211 0.4781 0.00 0.00 0.00
C -0.7232 4.9402 -3.4055 0.00 -0.01 -0.01
H 3.7449 -5.8804 -0.8452 0.00 0.00 0.00
H -1.1558 5.9559 0.2860 0.00 0.00 0.00
H -3.9533 -3.8484 -4.0587 0.00 0.00 0.00
C 2.8135 -0.7026 -3.1578 -0.01 -0.01 0.01
C -2.5901 -3.8240 3.1987 0.00 0.00 0.00
C 1.4372 -0.6559 2.1367 0.00 -0.02 -0.12
C -4.7066 -2.4235 -2.6811 -0.02 0.02 0.02
N -0.8100 -0.8088 -2.5485 -0.02 0.01 -0.06
H -0.2936 -2.1923 -4.9278 0.00 0.03 0.00
C 0.4538 4.4663 4.0371 -0.17 0.29 0.01
H 3.3354 -1.5739 1.7168 0.01 -0.02 -0.02
C -5.3198 -0.7004 -0.9943 0.01 -0.02 -0.01
C 2.9516 -1.4736 -4.3366 0.04 0.02 0.01
C 2.2127 -3.9575 1.4812 0.01 0.00 -0.02
H 1.9226 -2.5537 -5.8446 0.01 0.00 0.00
C -0.4774 3.3252 0.0050 0.11 0.01 0.16
H 3.9351 -1.6233 -4.7625 0.00 -0.01 0.01
C -4.3795 -1.3329 -1.8394 0.00 0.00 0.00
```
Forces are in eV/Å.

Löwdin population analysis, charges in e, atoms 1 to 8: atom 1 (C): -0.061, atom 2 (C): -0.119, atom 3 (C): -0.159, atom 4 (H): 0.116, atom 5 (H): 0.102, atom 6 (C): -0.045, atom 7 (H): 0.094, atom 8 (C): -0.019



Record 2
ORCA calculation (ωB97M-V/def2-TZVPD) on a cluster of 3 separate species, C49H37NO12 in total.

Results
LUMO level = -0.0487 Ha
Electronic energy = -77471.23549 eV
Highest occupied orbital energy = -9.3 eV
SMILES string = C[C@@H](C[C@@]1(OC(=O)c2ccccc2)OC(=O)O[C@H]1CON=O)OCc1ccccc1.O=C1c2ccccc2C(=O)c2ccccc21.O=C1c2ccccc2C(=O)c2ccccc21
Orbital gap = 7.99 eV

Structure (XYZ):
```
99
Properties=species:S:1:pos:R:3:forces:R:3
H -0.5449 2.2375 0.4049 -0.08 -0.06 0.09
C 0.5739 2.8292 -2.7429 0.16 0.17 0.21
H 9.1940 4.4434 -1.2405 0.07 0.15 0.06
C 2.4302 4.2814 -3.5329 -0.71 -0.09 0.08
H 5.6321 6.3905 -2.8868 -0.09 0.17 -0.12
C 4.7673 4.6546 -3.6741 -0.06 1.28 -0.94
C -6.1305 -0.9228 -2.2835 -0.01 -0.05 0.02
C 5.9698 4.8860 -1.4106 -0.69 0.43 0.29
H 4.7445 1.2065 -3.7108 -0.01 -0.09 -0.09
C -0.5734 -5.4785 -0.1788 0.01 0.04 -0.01
H 4.3724 6.3479 -1.0630 -0.29 -0.11 -0.05
O -1.9532 -1.1551 -2.2543 0.00 0.03 0.02
H 9.5242 2.0049 -2.4116 0.02 0.03 -0.05
C 1.8066 4.1241 -1.1230 -0.07 -0.08 0.28
H -0.9637 1.5873 -1.9161 0.00 -0.05 -0.10
O -4.7385 -5.1669 -0.0633 0.03 0.06 -0.33
H -4.1793 -5.0077 1.9012 -0.02 -0.06 0.18
O 4.4893 2.3438 -2.0327 0.09 0.31 0.09
O 6.1990 4.9649 -6.7485 0.75 0.56 -1.58
C -6.4843 -3.9676 4.1405 0.01 -0.01 0.11
C -6.8532 -1.9865 -1.7538 0.04 0.04 -0.01
H 6.5913 3.0145 0.5247 -0.05 0.07 0.05
H -6.6502 -0.0709 -2.7015 0.00 0.00 0.00
C -4.6166 -4.7684 2.8587 0.17 0.03 0.25
C -10.3924 -2.4640 6.7926 0.04 -0.01 0.03
O -8.4769 -3.1906 3.1499 0.02 -0.01 0.04
H 6.8156 5.2448 -3.3932 0.07 -0.27 -0.13
C 1.5864 3.7359 -2.4451 0.15 0.37 0.67
C -4.7459 -0.9519 -2.2821 -0.11 0.08 -0.04
C -0.1843 2.3078 -1.7068 -0.20 -0.28 0.06
C 8.8395 1.7044 -1.6268 0.02 -0.13 -0.11
C -5.9074 -4.2722 2.9143 0.07 -0.02 -0.12
C 5.0934 5.7644 -0.5046 0.64 0.07 0.10
H 0.0450 -2.5465 -1.7610 -0.09 0.06 -0.01
C -2.5882 -2.0767 -1.7848 0.09 0.16 -0.07
H 2.5728 4.8413 -0.8828 0.15 0.05 -0.12
N 3.7583 1.1598 -1.5878 -0.26 -0.50 -0.04
H 5.7531 6.4699 -0.0023 0.06 0.12 0.02
C 7.8738 -0.0285 -0.2782 0.21 0.33 -0.24
H -11.4084 -2.0943 6.8366 0.00 0.00 0.00
H 8.1417 4.0893 -2.5856 -0.09 0.08 -0.08
H 6.4387 0.6219 1.1454 -0.11 0.09 0.07
C -2.6220 -4.3147 -0.6457 0.02 0.08 -0.04
H -7.9347 -1.9654 -1.7645 0.00 0.01 0.01
O 7.2948 5.0136 -0.9112 0.18 -0.16 -0.34
C -6.1912 -3.0735 -1.2090 -0.12 0.04 0.00
C -6.3745 -3.8941 6.6485 0.12 -0.03 0.18
O 3.5407 4.9696 -3.0926 0.31 -0.65 0.05
C -4.1079 -4.2718 -0.5931 -0.19 -0.18 0.00
C -8.4883 -3.1606 5.5059 0.09 -0.03 0.05
C 8.7638 0.3641 -1.2756 -0.25 0.29 0.17
O 2.1534 4.1587 -4.6862 0.31 -0.12 -0.50
H 7.7902 -1.0709 -0.0149 -0.05 -0.10 0.13
C 7.1900 2.2798 0.0076 0.22 -0.09 -0.07
H -3.9048 -4.8024 6.1751 -0.09 0.02 0.06
H -6.7491 -3.9004 -0.7914 0.08 -0.04 0.03
C -7.8682 -3.4186 4.1753 -0.10 0.04 -0.20
H 4.6141 5.1808 0.2755 -0.20 -0.06 0.03
C -3.8914 -4.9519 4.0331 -0.10 0.04 -0.01
H 9.3902 -0.3566 -1.7781 0.04 -0.11 -0.04
H -6.4719 -4.1237 2.0041 -0.06 0.03 0.03
C -8.3921 -3.1891 7.9147 -0.10 0.04 0.10
O -5.7483 -4.0650 7.6740 -0.02 0.01 -0.03
O 6.1833 3.5438 -5.0020 -0.18 -0.39 -0.13
C 5.7775 4.6600 -5.7052 -0.28 -0.44 1.33
C -4.8023 -3.1057 -1.2001 0.08 0.05 -0.04
C 8.1931 4.0992 -1.4937 0.20 -0.19 0.42
H 0.4131 2.5423 -3.7704 -0.08 -0.05 -0.07
O 4.3985 0.4983 -0.8933 -0.12 0.16 -0.03
H -0.0556 -6.3348 0.2327 0.00 0.00 0.00
H -2.8787 -5.3318 3.9887 0.00 0.00 0.00
C 1.0466 3.5961 -0.0889 -0.26 -0.36 -0.36
C -4.4621 -4.6565 5.2600 0.13 -0.06 -0.07
C 7.1095 0.9379 0.3595 0.06 -0.24 0.13
H 1.2232 3.8733 0.9381 0.10 0.16 0.08
C 5.0305 3.2501 -4.1901 0.10 -0.44 0.03
C -1.8965 -3.2751 -1.2317 -0.08 -0.06 0.02
C 5.1959 2.0790 -3.2357 0.28 -0.41 -0.29
C -1.9550 -5.4116 -0.1136 0.10 -0.07 0.04
C 5.8685 5.3299 -2.8789 -0.27 0.03 0.94
C 8.0506 2.6737 -1.0084 0.02 -0.26 -0.08
C 0.1476 -4.4506 -0.7767 -0.05 -0.02 0.02
H -10.3296 -2.4862 4.6480 0.08 -0.04 -0.06
C -0.5116 -3.3499 -1.2985 0.15 -0.05 0.02
O 4.8479 5.3185 -4.9976 -0.05 -0.01 0.23
C 0.0501 2.6685 -0.3842 0.28 0.31 -0.32
C -9.6947 -2.7235 7.9678 -0.01 0.01 -0.05
C -4.0765 -2.0456 -1.7491 0.00 -0.10 0.05
H -10.1695 -2.5599 8.9263 0.00 0.00 0.00
H -7.8440 -3.3890 8.8250 0.09 -0.02 -0.05
H 4.2833 2.9683 -4.9278 -0.57 0.21 0.32
C -7.7823 -3.4054 6.6855 -0.02 -0.01 -0.11
C -9.7911 -2.6821 5.5648 -0.13 0.04 0.06
H 5.6149 3.8660 -1.2783 0.31 -0.04 -0.26
H 1.2264 -4.5089 -0.8339 0.00 0.00 0.00
H -2.5204 -6.2120 0.3446 -0.08 0.03 -0.04
H -4.1801 -0.1290 -2.6964 0.08 -0.05 0.00
H 6.2382 1.8101 -3.0568 0.16 0.29 0.22
C -5.7631 -4.1723 5.3197 -0.09 0.03 -0.06
```
Forces are in eV/Å.

Löwdin population analysis, charges in e, atoms 1 to 8: atom 1 (H): 0.103, atom 2 (C): -0.003, atom 3 (H): 0.139, atom 4 (C): -0.391, atom 5 (H): 0.146, atom 6 (C): -0.341, atom 7 (C): -0.051, atom 8 (C): -0.351